A molecular structure, C24H26N4S2SiV in a non-equilibrium geometry. Source: OMol25; level of theory: the ωB97M-V functional and the def2-TZVPD basis.

## Properties
energy: -3178.358385 a.u.
orbital gap (alpha / beta): 5.37 / 5.22 eV
molecular weight: 513.66 g mol⁻¹
energy above the lowest of the compared OMol25 structures with the same formula, charge and spin: 62.3 kcal/mol
LUMO energy (alpha / beta): -8.02 / -8.00 eV
strongest force on any atom: 5.9 eV/A

Geometry as ORCA input:
```
! RIJCOSX wB97M-V def2-TZVPD def2/J DEFGRID3
* xyz 2 2
C -1.09 -2.29 0.50
C -0.37 -2.05 -0.69
C 0.97 -2.50 -0.51
H -0.78 -1.61 -1.62
C 1.05 -3.06 0.79
C -0.22 -2.94 1.42
H -0.50 -3.35 2.40
H -2.16 -2.13 0.65
H 1.75 -2.50 -1.27
H 1.90 -3.64 1.19
V 0.51 -1.04 0.92
C 1.30 2.65 -0.67
H 2.14 2.08 -0.25
H 1.03 3.44 0.07
H 1.50 3.12 -1.64
Si -0.02 1.64 -1.25
C -1.82 2.08 -1.20
C -2.66 1.03 -1.59
H -2.21 0.20 -2.15
C -4.02 1.01 -1.27
H -4.64 0.17 -1.60
C -4.57 2.07 -0.55
H -5.65 2.09 -0.34
C -3.73 3.12 -0.12
H -4.18 3.95 0.46
C -2.38 3.13 -0.45
H -1.73 3.95 -0.14
C 0.75 0.89 -2.81
C 0.07 0.83 -4.04
H -0.86 1.41 -4.18
C 0.51 -0.01 -5.08
H -0.09 -0.15 -6.01
C 1.73 -0.70 -4.90
H 2.11 -1.35 -5.70
C 2.48 -0.59 -3.73
H 3.43 -1.15 -3.57
C 2.01 0.26 -2.71
H 2.61 0.41 -1.79
H -0.07 0.31 -0.50
H -0.06 1.84 0.30
N 3.96 -1.40 0.94
C 3.39 -1.13 2.12
N 2.07 -0.89 2.27
C 1.71 -0.63 3.61
C 2.80 -0.58 4.45
S 4.27 -0.94 3.62
C 0.31 -0.42 3.81
C -0.42 -0.19 4.96
S -2.11 -0.03 4.63
C -1.76 -0.22 2.89
N -0.46 -0.43 2.62
N -2.74 -0.16 1.98
H 4.95 -1.55 0.91
H 3.39 -1.56 0.11
H 2.72 -0.34 5.50
H 0.02 -0.14 5.95
H -3.67 0.03 2.27
H -2.50 -0.05 0.99
*
```

Atom charges from the natural (NBO) analysis, given in e for atoms 1 to 4: -0.308, -0.269, -0.330, 0.270